Molecular formula: C17H12Cl3F5NO2OsS
Method: DFT, wB97M-V/def2-TZVPD

Cartesian coordinates (Å):
1 Os 0.1479 -0.0013 0.2406
2 C 2.5005 -0.1005 -1.3753
3 N 2.1853 0.1627 0.0546
4 C 2.8868 -0.8370 0.9065
5 C 2.5912 1.5595 0.4116
6 C 1.5102 2.4956 -0.0456
7 C 1.7407 3.8279 -0.3347
8 C 0.6677 4.6436 -0.6771
9 C -0.6282 4.1345 -0.7450
10 C -0.8595 2.8017 -0.4632
11 C 0.2068 1.9554 -0.1117
12 H 3.5792 -0.0462 -1.5238
13 H 2.0146 0.6473 -2.0018
14 H 2.1528 -1.0990 -1.6401
15 H 3.9673 -0.7274 0.7878
16 H 2.5833 -1.8350 0.6027
17 H 2.6200 -0.6725 1.9467
18 H 3.5555 1.7964 -0.0423
19 H 2.7071 1.5950 1.4964
20 H 2.7407 4.2419 -0.2814
21 H 0.8422 5.6909 -0.8874
22 H -1.4507 4.7846 -1.0124
23 H -1.8687 2.4109 -0.5226
24 F -5.9398 -0.2219 2.9493
25 C -4.6324 -0.1921 2.8064
26 C -4.0806 -0.1818 1.5305
27 F -4.8505 -0.2046 0.4557
28 C -2.7147 -0.1386 1.4307
29 F -2.1206 -0.1162 0.1974
30 C -1.8722 -0.1023 2.5146
31 S -0.1281 -0.0627 2.2935
32 C -2.4405 -0.1164 3.7796
33 F -1.6654 -0.0811 4.8556
34 C -3.8148 -0.1619 3.9284
35 F -4.3552 -0.1692 5.1337
36 Cl -1.1996 -5.5300 0.3065
37 C -0.1692 -4.2701 -0.3202
38 Cl 1.5097 -4.5441 0.2276
39 Cl -0.2230 -4.2533 -2.0893
40 C -0.6058 -2.8881 0.1977
41 O -1.4968 -2.7362 0.9905
42 O 0.1403 -1.9197 -0.2939

Atomic forces in eV per Å
Os -0.9664 -0.2296 0.0688
C -0.0552 -0.1175 -0.0642
N 0.1813 -0.2691 0.5305
C 0.2515 0.1514 -0.1899
C -0.0456 0.0692 -0.2229
C -0.0492 -0.1085 -0.0070
C -0.0457 0.0974 0.1103
C -0.0396 -0.0275 0.0010
C 0.0640 0.0940 0.0854
C 0.1010 -0.1516 -0.0257
C 0.0087 0.3907 -0.8048
H 0.0162 0.0166 0.0050
H 0.0114 0.0063 0.0068
H -0.0086 0.0240 0.0135
H -0.0116 -0.0012 -0.0010
H -0.0364 -0.0206 -0.0182
H 0.0175 0.0275 0.0376
H 0.0543 -0.0859 0.0376
H -0.0496 0.0258 0.0203
H -0.0160 -0.0053 0.0009
H 0.0006 -0.0237 -0.0440
H 0.0222 -0.0021 -0.0015
H 0.0171 -0.0229 -0.0375
F -0.0430 -0.0125 0.0038
C 0.0116 -0.0026 0.0497
C -0.0435 -0.0160 -0.1005
F -0.0065 -0.0121 0.0147
C 0.2105 0.0597 -0.1063
F -0.1046 0.0327 -0.2000
C -0.1684 0.1340 0.3053
S 0.2715 -0.0587 1.4167
C 0.0799 0.0205 0.0135
F -0.0079 -0.0076 -0.0115
C -0.0950 -0.0171 0.0417
F -0.0060 0.0009 0.0003
Cl -0.0518 -0.0232 0.0242
C 0.1872 -0.1742 -0.1548
Cl -0.0749 0.0404 -0.0034
Cl -0.0084 0.0075 0.0035
C -0.3032 0.7771 0.0607
O 0.0902 -0.1316 0.0528
O 0.6405 -0.4544 -0.9117

The calculation puts the energy above the lowest of the compared OMol25 structures with the same formula, charge and spin at 16.5 kcal/mol. The calculation puts the HOMO energy (spin up / spin down) at -12.54 / -12.54 eV. The LUMO energy (spin up / spin down) is -5.57 / -5.57 eV. Its total charge is +1. The value obtained for the gap between HOMO and LUMO (spin up / spin down) is 7.0 / 7.0 eV. For the total energy, the calculation gives -87857.8591 eV.

Here are the Löwdin charges for atoms 1 to 2, given in e: 1.283 -0.034

=====

Molecular formula: C17H12F2N2O2
Method: DFT, wB97M-V/def2-TZVPD

Cartesian coordinates (Å):
1 O 5.0316 0.2434 2.3819
2 C 3.9578 0.2862 1.7936
3 C 3.2614 1.3305 1.1460
4 C 2.0418 1.1580 0.5720
5 N 1.2964 0.0043 0.5551
6 C -0.0381 -0.5459 -0.2246
7 C -0.3108 0.2224 -1.5662
8 C 0.7550 0.0906 -2.4263
9 C 0.7332 0.4839 -3.7678
10 C -0.4111 1.0775 -4.2644
11 F -0.4758 1.4561 -5.5782
12 C -1.5240 1.2660 -3.4537
13 C -1.4346 0.9314 -2.0825
14 C -1.2882 -0.5273 0.7138
15 C -1.0696 -1.2488 1.8556
16 C -1.9480 -1.4019 2.9140
17 C -3.1968 -0.8324 2.7771
18 F -4.1160 -0.9846 3.7751
19 C -3.5578 -0.1681 1.6108
20 C -2.5916 0.0113 0.5988
21 C 1.9329 -1.0476 1.2267
22 O 1.4093 -2.1419 1.4712
23 N 3.2059 -0.8775 1.7124
24 H 3.7634 2.2662 1.0849
25 H 1.5572 1.9912 0.0936
26 H 0.2134 -1.6594 -0.4538
27 H 1.6607 -0.3251 -2.0236
28 H 1.6105 0.3604 -4.3779
29 H -2.4277 1.7245 -3.8752
30 H -2.2849 1.3269 -1.5020
31 H -0.1168 -1.7259 1.9759
32 H -1.6199 -1.9179 3.8036
33 H -4.5686 0.2418 1.5113
34 H -2.9615 0.6004 -0.2387
35 H 3.5113 -1.6686 2.2617

Atomic forces in eV per Å
O -0.7894 0.7033 -0.6506
C 0.8498 -1.6745 0.9477
C -0.7625 0.8978 -0.8408
C -0.4176 0.6903 -0.4822
N -0.0085 -2.5551 0.2086
C -1.3121 1.3238 -0.2190
C 0.3407 0.0919 0.3461
C 0.2414 0.1260 -1.2655
C 0.0256 0.3002 0.4482
C -0.3996 -0.2910 -0.3830
F 0.1112 -0.3072 0.9826
C 0.5056 0.1898 0.5749
C -0.3978 0.1630 -0.2651
C 0.0530 -0.0154 -0.1421
C 0.1064 -0.5414 1.6083
C -0.3871 0.4824 -0.3018
C -0.4967 -0.3302 0.1439
F 0.4505 0.2140 -0.5615
C 0.5732 0.0976 -0.0109
C -0.4515 0.2833 0.0027
C -0.3944 -1.5812 0.7332
O 1.1375 0.5984 -1.1543
N -0.4505 -0.0555 -0.0156
H -0.0071 0.6875 -0.0822
H -0.0259 0.2349 -0.2023
H -0.1750 2.2274 0.4750
H 0.3026 -0.3378 -0.1206
H 0.0828 -0.0085 -0.2172
H 0.4863 -0.1145 0.3451
H 0.8817 -0.7072 -0.3850
H -0.3595 0.0121 0.0854
H -0.2567 -0.0955 0.0689
H 0.4912 -0.1581 -0.0130
H 0.3169 -0.5246 0.4371
H 0.1357 -0.0262 -0.0948

The calculation puts the energy above the lowest of the compared OMol25 structures with the same formula, charge and spin at 0.0 kcal/mol. The calculation puts the HOMO energy at -9.48 eV. The LUMO energy is 0.24 eV. The value obtained for the gap between HOMO and LUMO is 9.7 eV. The SMILES is O=c1ccn(C(c2ccc(F)cc2)c2ccc(F)cc2)c(=O)[nH]1. For the total energy, the calculation gives -30332.7750 eV.

Here are the Löwdin charges for atoms 1 to 2, given in e: 0.069 -0.476

=====

Molecular formula: C17H12IrN5O2S2
Method: DFT, wB97M-V/def2-TZVPD

Cartesian coordinates (Å):
1 Ir 12.4809 -9.8926 3.3247
2 S 12.3908 -8.5817 10.2802
3 N 13.6917 -8.9089 9.2817
4 C 13.1643 -8.9481 8.0622
5 C 13.9053 -9.5390 6.9600
6 C 15.1791 -10.1150 7.0102
7 C 15.5473 -11.0127 5.9743
8 C 14.6898 -11.0459 4.9069
9 N 13.5422 -10.3360 4.7939
10 C 13.0585 -9.6369 5.8756
11 C 11.6883 -9.1149 5.7430
12 N 11.1437 -9.0582 4.5167
13 C 9.8610 -8.6666 4.2843
14 C 8.9958 -8.5215 5.4063
15 C 9.5113 -8.5560 6.6726
16 C 10.9196 -8.6333 6.8124
17 C 11.7123 -8.6795 8.0242
18 N 11.2351 -8.4014 9.2396
19 H 15.7551 -10.0529 7.9364
20 H 16.4530 -11.6539 5.9897
21 H 14.8676 -11.6554 4.0346
22 H 9.5466 -8.4665 3.2690
23 H 7.9437 -8.3791 5.3118
24 H 8.8631 -8.3546 7.5273
25 O 11.4476 -8.8872 1.9624
26 N 11.4711 -9.5028 0.6896
27 C 10.6623 -8.8543 -0.1759
28 C 10.4933 -9.4383 -1.4304
29 C 11.1675 -10.5884 -1.8042
30 C 12.0331 -11.2246 -0.8826
31 C 12.2086 -10.6284 0.4369
32 S 13.3534 -11.2391 1.4992
33 H 10.2514 -7.9269 0.1636
34 H 9.8439 -8.9315 -2.1330
35 H 10.9173 -11.1785 -2.7449
36 H 12.5284 -12.1716 -1.0413
37 O 15.3600 -13.9914 2.4775
38 H 16.2439 -13.5863 2.5375
39 H 15.2626 -14.1594 1.5120

Atomic forces in eV per Å
Ir -1.2540 0.5202 -5.4377
S 0.9628 0.2769 0.5653
N -1.5457 0.0988 -0.9711
C 1.5794 -0.6050 1.9811
C -0.3278 0.5108 0.7546
C -0.7178 -0.0483 1.0896
C -0.2334 -0.0771 -1.0409
C 1.3910 -0.9472 -0.2030
N 0.5615 -0.4444 1.3632
C -0.8173 0.0487 -0.3339
C 0.9761 0.1957 -0.7213
N 3.0555 -1.3432 1.0645
C -2.7037 0.6819 0.8065
C 1.0695 -0.2568 -0.4759
C -1.4930 0.8819 0.1780
C 3.3350 -0.8483 4.2756
C -1.8175 0.7748 -3.2976
N -0.9417 0.0606 0.9967
H -0.1947 0.1813 -0.3792
H -0.8315 0.7070 0.0349
H 0.2495 -0.2370 -0.0076
H 0.1781 -0.2112 0.1757
H -0.4834 0.1591 -0.4780
H 0.3813 -0.2540 -0.1724
O 0.6891 -1.8730 -1.6966
N -0.1180 0.8369 1.0845
C 0.8209 -1.9686 -1.5508
C -0.3102 1.4637 0.3012
C 0.5692 -2.7787 0.3705
C -1.0484 1.9606 1.0887
C -1.3358 0.7194 -2.9888
S 0.1280 0.2515 2.5112
H -0.2913 0.1407 0.1579
H -0.0183 -0.0853 0.0469
H 0.4778 1.3159 1.1414
H 0.0201 0.1174 -0.2645
O 0.4325 0.3076 -1.0370
H -0.4162 -0.3190 0.0310
H 0.0226 0.0858 1.0374

The calculation puts the HOMO energy (spin up / spin down) at -8.47 / -11.95 eV. The LUMO energy (spin up / spin down) is -3.50 / -6.56 eV. Its total charge is +1. Its multiplicity is 6. The value obtained for the gap between HOMO and LUMO (spin up / spin down) is 5.0 / 5.4 eV. For the total energy, the calculation gives -53865.6887 eV.

Here are the Löwdin charges for atoms 1 to 2, given in e: 1.376 1.090